{"formula": "C4H6S", "method": "the ωB97M-V functional and the def2-TZVPD basis", "e_lumo_ev": -0.36, "e_tot_ev": -15078.558, "homo_ha": -0.31565, "de_lowest_kj_mol": 119.2, "species": ["C", "C", "C", "C", "S", "H", "H", "H", "H", "H", "H"], "coordinates": [[-1.68883, -0.31849, -0.23908], [-0.41080, 0.01216, 0.38759], [0.65969, 0.30636, -0.32375], [1.94045, 0.42771, 0.33314], [3.31599, 0.02266, -0.35227], [-1.72563, -1.31173, -0.28845], [-1.62458, 0.01792, -1.31256], [-2.66121, -0.05515, 0.13722], [-0.35847, -0.03548, 1.48027], [0.73505, 0.50977, -1.33289], [1.81836, 0.42425, 1.51078]], "atomic_forces_ev_per_a": [[-0.10, 3.18, -2.37], [-0.74, 0.60, 1.04], [1.03, 0.92, 1.88], [-1.01, -1.44, 3.20], [1.15, 0.35, -0.43], [-0.24, -4.43, -0.30], [-0.34, -0.26, 0.93], [-0.02, 0.79, 0.75], [0.26, -0.08, -0.30], [-0.55, -0.10, -2.23], [0.55, 0.48, -2.17]]}